1.
C29H30F5N2O7S2Ti as an isolated structure, computed with ωB97M-V/def2-TZVPD.

XYZ file:
```
76
Properties=species:S:1:pos:R:3:forces:R:3
Ti -0.82632 1.16392 -0.24897 -0.44 -0.72 -0.35
N -1.99916 -0.46565 1.48872 0.01 0.68 0.14
C -2.89587 0.54047 2.08146 0.15 -0.05 -0.14
C -2.54942 2.03524 1.95578 0.20 -0.02 0.13
O -3.18677 2.85088 2.62472 -0.05 -0.06 -0.04
N -1.55026 2.33076 1.11278 -0.09 0.82 0.83
C -1.20587 3.72525 0.89873 0.08 -0.28 0.08
C 0.07596 3.76592 0.05768 -0.04 0.01 0.20
O 0.78821 4.74512 0.01901 0.02 0.02 -0.09
O 0.32533 2.64136 -0.59798 0.49 1.19 -0.30
H -1.05444 -0.33319 1.83976 0.03 -0.22 0.00
H -2.03212 -0.47068 0.47490 -0.40 -0.57 0.08
H -2.96871 0.33905 3.14950 -0.05 -0.03 0.04
H -3.89117 0.41107 1.65629 -0.05 0.02 0.03
H -1.05946 4.25802 1.83793 0.08 0.10 0.01
H -1.99601 4.25617 0.35426 -0.01 0.06 -0.02
O 0.73232 0.14250 0.22315 0.76 -0.50 0.64
S 1.94448 0.66313 1.05900 1.48 -1.08 -0.27
C 3.27561 0.45486 -0.21381 -0.40 0.40 -0.29
C 3.42609 -0.87553 -0.94738 -0.15 -0.01 0.14
C 2.20527 -1.37540 -1.73146 0.05 0.17 0.06
C 1.61730 -0.34542 -2.68931 -0.12 -0.32 -0.04
S -0.12220 -0.69392 -3.10227 0.30 0.21 0.18
O -0.84720 -0.45928 -1.80308 -0.03 -0.29 -0.39
C -0.05527 -2.46769 -3.26047 -0.21 -0.08 -0.05
C 0.46983 -3.03410 -4.41012 0.14 0.01 -0.14
C 0.44144 -4.41196 -4.56217 0.08 0.04 -0.07
C -0.12726 -5.20974 -3.57816 0.00 0.01 0.00
C -0.65765 -4.62955 -2.43683 -0.01 0.04 0.05
C -0.62519 -3.24973 -2.27377 -0.06 -0.06 0.15
C 2.36123 -0.63823 2.12223 -0.32 0.58 -0.39
C 3.15381 -0.32749 3.25545 0.22 0.13 0.52
C 3.39195 -1.31323 4.20472 -0.08 0.21 -0.22
C 2.86930 -2.59051 4.05417 0.08 -0.17 0.30
C 2.06162 -2.88350 2.93222 -0.14 0.15 -0.35
C 1.79933 -1.91887 1.98529 0.09 -0.53 0.10
H 4.17957 0.66747 0.36319 0.00 0.02 -0.03
H 3.11460 1.29524 -0.89871 0.10 -0.02 -0.02
H 3.68457 -1.64436 -0.21458 0.03 -0.01 -0.03
H 4.27485 -0.78579 -1.63495 0.04 0.03 0.07
H 1.43185 -1.66391 -1.02377 -0.02 -0.02 0.00
H 2.48924 -2.26935 -2.29039 0.02 -0.01 0.00
H 2.16458 -0.25599 -3.63093 0.00 0.05 0.03
H 1.51270 0.63899 -2.22881 0.10 0.08 -0.08
H 0.90759 -2.40209 -5.17693 -0.06 -0.05 -0.01
H 0.85980 -4.86496 -5.45212 -0.01 0.02 0.00
H -0.16237 -6.28409 -3.70710 0.01 0.01 0.01
H -1.10417 -5.25130 -1.67160 0.01 0.03 0.01
H -1.03857 -2.76959 -1.39526 -0.01 -0.03 -0.01
H 3.56130 0.67159 3.37714 0.07 -0.08 -0.01
H 3.99518 -1.07942 5.07548 0.01 0.02 -0.01
H 3.06723 -3.35229 4.79830 -0.01 0.02 -0.02
H 1.63060 -3.87173 2.81917 -0.02 0.03 0.01
H 1.13215 -2.12557 1.15654 0.03 -0.02 0.02
F -4.96759 2.34885 -5.75659 -0.01 0.02 -0.02
C -4.38830 2.07746 -4.57525 0.00 0.06 -0.20
C -3.03603 2.27955 -4.39300 -0.02 0.01 -0.04
F -2.29102 2.74638 -5.40339 0.02 0.02 -0.01
C -2.45279 1.99418 -3.17699 0.03 -0.13 0.12
F -1.13188 2.20702 -3.04378 0.10 0.04 0.02
C -3.16641 1.47498 -2.08337 -0.03 -0.12 -0.12
O -2.62335 1.18520 -0.93617 -1.18 0.29 -1.02
C -4.53668 1.28628 -2.31959 0.03 -0.08 0.20
F -5.29597 0.78760 -1.33565 -0.05 -0.02 0.04
C -5.13380 1.58353 -3.52556 -0.13 -0.04 0.02
F -6.44855 1.38468 -3.69027 -0.03 -0.02 0.01
C 1.34320 2.81359 3.91747 0.07 0.22 -0.01
C 0.71080 1.45096 3.91069 -0.10 -0.63 -0.70
C 0.44204 0.79569 5.23701 -0.11 -0.05 0.17
O 0.37714 0.89617 2.85317 -0.45 0.63 1.34
H 2.30677 2.80271 4.44005 -0.10 -0.04 -0.01
H 0.69894 3.52454 4.45211 0.03 -0.11 -0.04
H 1.49226 3.17837 2.90143 -0.03 -0.05 0.02
H 1.36732 0.63560 5.80107 -0.07 0.05 -0.08
H -0.04412 -0.16670 5.07923 0.06 0.03 -0.02
H -0.21139 1.43045 5.85077 0.07 -0.03 -0.09
```
Forces are in eV/Å.

energy above the lowest of the compared OMol25 structures with the same formula, charge and spin = 208.2 kJ/mol
DFT total energy = -3904.536245 hartree
strongest force on any atom = 1.9 eV/A
charge = -1
HOMO energy (spin up / spin down) = -1.4 / -5.6 eV
spin multiplicity = 3
HOMO-LUMO gap (spin up / spin down) = 3.39 / 7.52 eV

=====

2.
A 2-piece molecular cluster, CHNS overall, computed with ωB97M-V/def2-TZVPD.

XYZ file:
```
4
Properties=species:S:1:pos:R:3:forces:R:3
C -0.19086 0.56521 0.95054 1.38 -3.64 -3.42
N -0.44430 1.39808 1.66031 -1.05 3.31 2.87
S 1.00707 -0.75704 -1.17496 -2.65 -0.43 0.13
H -0.37192 -1.20626 -1.43590 2.32 0.75 0.43
```
Forces are in eV/Å.

DFT total energy = -491.458130 hartree
strongest force on any atom = 5.2 eV/A
charge = 0
HOMO energy (spin up / spin down) = -10.8 / -11.0 eV
spin multiplicity = 3
HOMO-LUMO gap (spin up / spin down) = 10.73 / 7.15 eV

=====

3.
A 2-piece molecular cluster, C6H15S2 overall, computed with ωB97M-V/def2-TZVPD.

XYZ file:
```
23
Properties=species:S:1:pos:R:3:forces:R:3
C -0.18032 -2.67366 2.92143 -0.33 0.25 -0.10
C -0.75945 -2.52700 1.51061 0.51 0.29 0.22
C 0.30747 -2.25462 0.44370 -0.11 0.26 0.23
S 1.24250 -0.70601 0.69591 0.06 -0.14 0.20
H 0.71159 -3.29854 2.93404 0.05 -0.11 0.00
H -0.92753 -3.08607 3.60670 0.05 -0.08 0.03
H 0.09512 -1.68291 3.28466 0.18 -0.10 0.00
H -1.33549 -3.41575 1.23604 -0.12 -0.05 -0.01
H -1.41293 -1.65017 1.52910 -0.27 -0.16 -0.11
H -0.21729 -2.22423 -0.51971 0.18 -0.12 -0.09
H 1.02595 -3.07664 0.44030 -0.09 -0.24 -0.16
C -1.68213 1.29345 0.16560 -0.41 -0.04 -0.72
C -0.54228 2.20991 -0.21899 -0.03 0.79 0.44
S -0.21556 2.30095 -1.99013 0.16 -0.05 -0.23
C 0.99213 0.98703 -2.33982 -0.39 -0.04 0.30
H -1.94068 1.36140 1.22039 0.08 0.00 0.10
H -1.48238 0.25686 -0.08800 0.34 -0.11 0.18
H -2.54531 1.57760 -0.44658 -0.15 0.07 0.23
H 0.35176 2.05555 0.37466 0.25 -0.53 -0.20
H -0.80933 3.24913 0.01791 -0.21 -0.08 -0.08
H 2.00298 1.34605 -2.17048 0.09 0.02 -0.17
H 0.84635 0.13496 -1.66736 -0.06 0.12 -0.02
H 0.81747 0.69439 -3.37483 0.20 0.03 -0.03
```
Forces are in eV/Å.

energy above the lowest of the compared OMol25 structures with the same formula, charge and spin = 11.8 kJ/mol
DFT total energy = -1034.002369 hartree
strongest force on any atom = 0.9 eV/A
charge = -1
HOMO energy = -2.6 eV
HOMO-LUMO gap = 5.90 eV

=====

4.
An isolated molecule of C4H4N4, computed with ωB97M-V/def2-TZVPD.

XYZ file:
```
12
Properties=species:S:1:pos:R:3:forces:R:3
C -1.19736 -1.14653 -0.06641 -2.77 2.51 -0.35
N -2.14528 -0.06032 -0.08123 1.99 -0.37 2.41
C -1.36884 1.18232 0.22424 3.63 -4.96 -2.04
C 0.08276 0.76227 -0.13799 -5.01 0.32 2.09
N 1.40966 0.97106 -0.11362 -3.54 -4.60 -0.66
N 2.09686 -0.16205 0.07548 4.59 3.31 0.11
N 1.39310 -1.12415 0.12331 -4.45 -3.09 -0.67
C 0.06989 -0.60394 -0.05696 -0.84 -3.86 -0.01
H -1.74877 -2.05643 -0.14717 0.84 -0.96 0.21
H -3.12093 -0.34494 0.35292 2.72 1.41 -1.29
H -1.72224 2.10535 0.02531 -1.54 2.71 -0.51
H 1.79284 1.75944 -0.03589 4.37 7.56 0.72
```
Forces are in eV/Å.

energy above the lowest of the compared OMol25 structures with the same formula, charge and spin = 398.8 kJ/mol
DFT total energy = -373.692991 hartree
strongest force on any atom = 8.8 eV/A
charge = 0
HOMO energy = -8.0 eV
SMILES = c1[nH]cc2[nH]nnc12
HOMO-LUMO gap = 8.70 eV

=====

5.
C5H5N as an isolated structure, computed with ωB97M-V/def2-TZVPD.

XYZ file:
```
11
Properties=species:S:1:pos:R:3:forces:R:3
C 2.44948 -0.51299 0.43232 0.39 -0.43 0.45
C 1.10163 -0.51838 0.82078 -1.45 1.91 -0.50
C 2.23110 0.34709 -0.56121 0.69 0.14 -1.46
C 0.41937 0.57819 0.13674 2.13 -2.27 1.00
C -0.98102 0.92178 0.09557 -1.24 1.64 -1.90
N 1.35086 1.19668 -0.70946 -0.99 1.11 0.08
H 3.03956 -1.36308 0.46714 1.41 -1.03 0.44
H 0.75127 -1.27379 1.49248 -0.64 -0.26 0.03
H -1.38226 0.77085 -0.99078 0.49 0.34 1.93
H -0.99998 2.04666 0.32544 -0.75 -1.60 -0.17
H -1.55431 0.27472 0.76172 -0.04 0.44 0.09
```
Forces are in eV/Å.

energy above the lowest of the compared OMol25 structures with the same formula, charge and spin = 440.7 kJ/mol
DFT total energy = -248.107175 hartree
strongest force on any atom = 3.3 eV/A
charge = 0
HOMO energy (spin up / spin down) = -8.2 / -8.2 eV
HOMO-LUMO gap (spin up / spin down) = 7.43 / 7.43 eV

=====

6.
An isolated molecule of C4H3N, computed with ωB97M-V/def2-TZVPD.

XYZ file:
```
8
Properties=species:S:1:pos:R:3:forces:R:3
C -0.29596 1.12447 -1.58754 0.32 0.00 0.00
C -0.01079 0.61769 -0.54205 0.70 0.44 -0.99
C 0.27799 0.01678 0.73618 -3.92 0.27 1.00
C 0.92459 -1.28919 0.67126 0.29 -1.08 0.03
N 1.45608 -2.31559 0.62798 -0.57 1.11 0.06
H -0.39444 1.58415 -2.53952 -0.23 0.02 -0.04
H -0.97587 -0.02978 1.05295 3.78 -0.48 0.16
H 0.82035 0.68856 1.42039 -0.38 -0.27 -0.23
```
Forces are in eV/Å.

energy above the lowest of the compared OMol25 structures with the same formula, charge and spin = 97.4 kJ/mol
DFT total energy = -208.864728 hartree
strongest force on any atom = 4.1 eV/A
charge = 0
HOMO energy = -10.5 eV
SMILES = C#CCC#N
HOMO-LUMO gap = 11.08 eV